54
Properties=species:S:1:pos:R:3:forces:R:3:lowdin_charge:R:1 method="wB97M-V/def2-TZVPD" energy_ev=-72285.30765 e_homo_ev=-8.435 orbital_gap_ha=0.314 smiles="CCOC(=O)Cc1csc(NC(=O)CSc2nnc(-c3ccc(NS(=O)(=O)CC)cc3)o2)n1"
C 2.038 3.227 -2.393 -0.38 -0.20 -0.03 -0.06
C 0.544 3.142 -2.132 0.21 0.47 0.31 -0.20
O 0.059 1.883 -2.622 0.32 0.10 -0.47 0.02
C -0.704 1.140 -1.850 -0.41 -0.36 0.10 -0.48
O -1.095 1.437 -0.747 -0.04 0.14 -0.16 0.09
C -1.059 -0.168 -2.552 0.11 0.18 0.20 0.00
C -1.060 -1.283 -1.563 -0.75 0.06 0.52 -0.37
C -1.913 -1.402 -0.512 0.17 -0.21 -0.15 -0.34
S -1.510 -2.774 0.448 0.35 -0.08 -0.66 1.06
C -0.179 -3.085 -0.665 -1.03 0.53 0.40 -0.61
N 0.650 -4.141 -0.412 -0.01 -0.57 0.60 0.11
C 1.743 -4.643 -1.098 -0.04 0.02 -0.05 -0.52
O 2.393 -5.520 -0.589 0.15 -0.15 -0.05 0.09
C 2.010 -4.082 -2.470 0.45 0.35 -0.24 -0.34
S 3.623 -3.207 -2.565 -0.12 -0.38 0.04 1.02
C 3.212 -1.758 -1.713 0.05 0.24 -0.27 -0.68
N 3.511 -0.543 -2.046 0.38 -1.19 -1.02 0.06
N 2.983 0.256 -1.107 -0.65 0.51 1.46 0.10
C 2.381 -0.501 -0.236 0.53 0.29 -0.78 -0.28
C 1.585 -0.072 0.882 -0.36 -0.05 0.54 -0.14
C 1.017 -0.995 1.758 0.20 0.23 -0.16 -0.04
C 0.141 -0.574 2.735 -0.15 0.25 0.18 -0.02
C -0.179 0.779 2.855 0.69 -0.13 -0.73 -0.29
N -1.101 1.207 3.790 -0.83 0.66 0.42 -0.05
S -2.148 2.503 3.520 0.01 -0.25 -0.05 0.64
O -3.094 2.415 4.590 -0.16 -0.25 0.02 -0.29
O -1.389 3.705 3.373 0.14 -0.05 -0.29 -0.29
C -2.959 2.093 1.950 0.36 0.05 0.74 -0.26
C -3.761 0.827 2.143 -0.13 -0.08 0.03 -0.12
C 0.451 1.712 2.027 0.10 -0.08 0.07 -0.01
C 1.325 1.290 1.054 0.04 -0.39 0.03 0.00
O 2.506 -1.815 -0.559 0.19 0.31 0.23 0.06
N -0.096 -2.242 -1.634 0.55 -0.25 -0.28 0.10
H 2.232 3.222 -3.462 0.07 0.04 -0.11 0.08
H 2.429 4.147 -1.966 0.05 0.14 0.03 0.08
H 2.548 2.375 -1.948 0.03 0.06 0.03 0.04
H 0.311 3.214 -1.065 0.00 0.02 -0.20 0.11
H 0.002 3.926 -2.671 0.01 -0.13 0.12 0.13
H -0.334 -0.360 -3.341 -0.11 -0.01 0.00 0.13
H -2.051 -0.044 -2.992 0.06 0.06 -0.05 0.14
H -2.730 -0.766 -0.249 -0.18 0.20 0.08 0.06
H 0.488 -4.617 0.469 0.17 0.00 -0.22 0.15
H 2.132 -4.913 -3.165 -0.05 -0.02 0.09 0.09
H 1.230 -3.399 -2.798 0.13 -0.21 -0.07 0.06
H 1.261 -2.043 1.662 -0.01 -0.07 -0.01 0.11
H -0.311 -1.292 3.404 -0.07 -0.09 0.06 0.11
H -1.513 0.501 4.379 -0.15 0.02 0.08 0.12
H -3.591 2.949 1.733 0.02 0.18 0.02 0.11
H -2.187 1.999 1.190 0.09 0.08 -0.08 0.07
H -4.427 0.659 1.299 0.00 -0.01 -0.07 0.08
H -3.103 -0.034 2.241 0.03 -0.12 -0.01 0.06
H -4.360 0.916 3.047 -0.12 -0.12 -0.02 0.07
H 0.232 2.758 2.165 0.09 0.10 -0.06 0.10
H 1.819 1.995 0.406 0.00 0.14 -0.10 0.11